1.
{"formula": "C14H47AsF6N17O10", "method": "ωB97M-V with the def2-TZVPD basis set", "e_homo_ev": -6.058, "total_charge": -1, "lumo_ev": 2.18, "symbols": ["As", "F", "F", "F", "F", "F", "F", "C", "O", "C", "C", "N", "C", "C", "O", "C", "H", "H", "H", "H", "H", "H", "H", "H", "H", "H", "H", "H", "H", "H", "H", "C", "O", "N", "N", "H", "H", "H", "H", "C", "O", "N", "N", "H", "H", "H", "H", "C", "O", "N", "N", "H", "H", "H", "H", "C", "O", "N", "N", "H", "H", "H", "H", "C", "O", "N", "N", "H", "H", "H", "H", "C", "O", "N", "N", "H", "H", "H", "H", "C", "O", "N", "N", "H", "H", "H", "H", "C", "O", "N", "N", "H", "H", "H", "H"], "positions_angstrom": [[0.545, -0.795, 1.105], [-0.389, -0.032, 2.293], [1.202, -1.837, 2.330], [1.581, -1.527, -0.103], [-0.158, 0.154, -0.177], [1.808, 0.442, 1.253], [-0.732, -1.969, 0.853], [-3.425, -0.195, -3.878], [-2.137, 0.338, -4.038], [-1.380, 0.409, -2.831], [-0.158, 1.238, -3.080], [-0.510, 2.652, -3.322], [0.634, 3.445, -3.818], [0.149, 4.576, -4.710], [0.150, 4.084, -6.039], [-0.289, 5.005, -6.998], [-3.339, -1.289, -3.837], [-4.122, 0.101, -4.660], [-3.857, 0.174, -2.937], [-1.020, -0.619, -2.676], [-2.005, 0.758, -2.007], [0.448, 0.846, -3.903], [0.437, 1.259, -2.167], [-1.190, 2.651, -4.080], [1.419, 2.850, -4.291], [1.074, 3.885, -2.914], [0.862, 5.403, -4.625], [-0.873, 4.836, -4.413], [-1.189, 5.493, -6.597], [-0.620, 4.506, -7.911], [0.468, 5.736, -7.306], [3.188, -0.659, -3.321], [3.518, -0.008, -4.302], [3.126, -2.042, -3.332], [2.893, -0.119, -2.115], [2.990, -2.502, -2.450], [3.586, -2.463, -4.115], [2.594, -0.656, -1.311], [2.933, 0.873, -1.975], [-4.131, -0.046, 0.738], [-3.693, 0.525, 1.705], [-3.342, -0.394, -0.347], [-5.449, -0.437, 0.609], [-3.718, -1.097, -0.969], [-2.343, -0.309, -0.217], [-5.780, -0.920, -0.207], [-6.106, 0.178, 1.056], [2.375, 3.169, 3.461], [1.255, 2.839, 3.751], [3.123, 4.071, 4.220], [3.133, 2.536, 2.482], [2.572, 4.465, 4.962], [4.116, 3.987, 4.313], [2.648, 1.809, 1.957], [3.965, 3.034, 2.230], [5.072, -3.886, 2.053], [4.460, -4.447, 1.177], [4.872, -2.599, 2.525], [6.164, -4.487, 2.677], [4.069, -2.131, 2.136], [5.196, -2.498, 3.468], [6.558, -4.143, 3.533], [6.408, -5.414, 2.384], [-3.445, -3.418, -2.094], [-4.342, -2.650, -1.782], [-3.466, -4.200, -3.234], [-2.394, -3.667, -1.255], [-4.339, -4.028, -3.707], [-2.596, -4.294, -3.726], [-2.187, -2.973, -0.547], [-1.614, -4.254, -1.492], [0.992, -0.678, 6.151], [0.160, 0.057, 5.697], [1.144, -2.000, 5.814], [1.785, -0.314, 7.238], [1.834, -2.609, 6.214], [0.427, -2.501, 5.303], [1.739, 0.633, 7.559], [2.414, -0.967, 7.663], [-2.206, -2.477, 4.550], [-2.668, -1.374, 4.546], [-2.748, -3.506, 5.320], [-1.152, -2.906, 3.771], [-3.224, -3.232, 6.158], [-2.351, -4.425, 5.268], [-0.855, -3.854, 3.915], [-0.596, -2.332, 3.148], [-1.305, 2.919, 0.359], [-1.393, 2.901, 1.560], [-0.129, 3.207, -0.314], [-2.340, 2.697, -0.527], [-0.177, 3.098, -1.310], [0.721, 3.228, 0.217], [-3.131, 2.135, -0.279], [-2.193, 2.976, -1.481]]}

2.
{"formula": "C14H47N3O11", "method": "ωB97M-V with the def2-TZVPD basis set", "e_homo_ev": -9.661, "total_charge": 0, "lumo_ev": 0.55, "de_lowest_ev": 0.0000, "symbols": ["C", "O", "H", "H", "H", "H", "C", "O", "H", "H", "H", "H", "C", "O", "H", "H", "H", "H", "C", "O", "H", "H", "H", "H", "C", "O", "H", "H", "H", "H", "C", "O", "H", "H", "H", "H", "C", "O", "H", "H", "H", "H", "C", "O", "H", "H", "H", "H", "O", "C", "N", "C", "H", "H", "H", "H", "H", "O", "C", "N", "C", "H", "H", "H", "H", "H", "O", "C", "N", "C", "H", "H", "H", "H", "H"], "positions_angstrom": [[0.923, -3.728, 4.283], [-0.499, -3.423, 4.345], [1.264, -4.068, 5.263], [1.001, -4.457, 3.494], [1.476, -2.809, 4.115], [-0.628, -2.693, 4.914], [5.541, 0.418, -2.338], [4.403, 1.114, -1.981], [6.371, 0.701, -1.737], [5.373, -0.608, -2.185], [5.759, 0.571, -3.415], [3.753, 0.418, -1.709], [4.520, -1.209, 3.339], [3.493, -2.125, 2.934], [4.237, -0.163, 3.231], [4.587, -1.354, 4.428], [5.517, -1.462, 2.939], [3.061, -1.605, 2.207], [0.954, 0.259, 2.437], [1.678, -0.460, 1.495], [0.464, -0.513, 3.141], [1.623, 0.907, 3.131], [0.267, 1.036, 1.981], [1.568, -0.012, 0.604], [-3.058, -4.159, 1.944], [-1.817, -3.385, 1.948], [-3.514, -4.245, 0.962], [-2.852, -5.212, 2.221], [-3.770, -3.823, 2.667], [-1.586, -3.095, 2.872], [3.566, -2.088, -0.739], [3.195, -1.225, -1.804], [4.392, -2.711, -1.041], [3.805, -1.520, 0.160], [2.702, -2.685, -0.412], [2.228, -1.171, -1.887], [4.552, 2.131, 1.020], [3.591, 2.356, 0.043], [5.324, 1.404, 0.625], [4.996, 3.042, 1.404], [4.070, 1.608, 1.846], [3.958, 2.325, -0.846], [0.792, 2.104, -1.144], [0.705, 0.704, -1.190], [0.198, 2.582, -0.391], [1.794, 2.260, -0.718], [0.582, 2.592, -2.166], [-0.166, 0.332, -1.550], [-1.898, -0.109, -1.808], [-2.107, -1.000, -0.973], [-1.224, -1.566, -0.174], [-3.523, -1.445, -0.791], [-1.599, -2.262, 0.420], [-0.238, -1.505, -0.217], [-3.923, -1.941, -1.713], [-4.021, -0.479, -0.627], [-3.656, -2.091, 0.048], [-5.513, 4.012, -3.719], [-4.647, 3.366, -4.253], [-4.508, 1.955, -4.033], [-3.614, 3.917, -5.123], [-5.288, 1.565, -3.599], [-3.634, 1.439, -4.020], [-4.044, 4.654, -5.800], [-3.160, 3.142, -5.777], [-2.804, 4.439, -4.644], [-3.877, 1.469, 1.279], [-4.428, 1.964, 0.323], [-5.730, 1.690, -0.093], [-3.766, 2.959, -0.664], [-6.288, 1.300, 0.653], [-6.130, 2.360, -0.668], [-2.842, 3.274, -0.295], [-4.376, 3.747, -0.976], [-3.557, 2.288, -1.487]]}

3.
{"formula": "C14H47O17P3", "method": "ωB97M-V with the def2-TZVPD basis set", "e_homo_ev": -9.977, "total_charge": 0, "lumo_ev": 0.32, "de_lowest_ev": 0.3330, "symbols": ["C", "O", "P", "O", "O", "C", "O", "C", "H", "H", "H", "H", "H", "H", "H", "H", "H", "C", "O", "P", "O", "O", "C", "O", "C", "H", "H", "H", "H", "H", "H", "H", "H", "H", "C", "O", "P", "O", "O", "C", "O", "C", "H", "H", "H", "H", "H", "H", "H", "H", "H", "C", "O", "H", "H", "H", "H", "C", "O", "H", "H", "H", "H", "C", "O", "H", "H", "H", "H", "C", "O", "H", "H", "H", "H", "C", "O", "H", "H", "H", "H"], "positions_angstrom": [[-2.667, 3.381, 2.482], [-1.929, 4.113, 1.496], [-2.171, 3.845, -0.046], [-3.561, 3.731, -0.453], [-1.391, 5.008, -0.765], [-0.148, 5.506, -0.313], [-1.350, 2.533, -0.342], [-0.367, 2.030, 0.544], [-1.954, 3.014, 3.219], [-3.172, 2.525, 2.033], [-3.390, 4.043, 2.946], [0.666, 5.077, -0.897], [0.016, 5.312, 0.749], [-0.146, 6.588, -0.432], [0.511, 2.657, 0.686], [-0.034, 1.095, 0.077], [-0.827, 1.688, 1.475], [-1.691, -0.142, -2.900], [-1.838, 1.255, -3.164], [-0.628, 2.012, -3.823], [-0.201, 1.632, -5.168], [-1.069, 3.509, -3.654], [-2.306, 3.974, -4.175], [0.495, 1.833, -2.724], [1.660, 2.637, -2.760], [-2.578, -0.715, -3.159], [-1.537, -0.269, -1.829], [-0.831, -0.542, -3.436], [-2.200, 4.292, -5.214], [-2.618, 4.813, -3.560], [-3.075, 3.201, -4.133], [1.871, 2.997, -1.752], [1.541, 3.513, -3.402], [2.509, 2.045, -3.105], [-2.348, -2.362, 5.202], [-1.364, -1.395, 4.785], [-0.003, -1.727, 4.082], [0.054, -1.409, 2.666], [0.992, -0.882, 4.954], [0.984, -1.006, 6.384], [0.255, -3.213, 4.474], [1.385, -3.922, 3.968], [-2.056, -3.389, 5.004], [-3.285, -2.143, 4.697], [-2.500, -2.243, 6.274], [0.404, -0.186, 6.809], [2.011, -0.894, 6.721], [0.566, -1.952, 6.722], [1.550, -3.689, 2.915], [1.178, -4.982, 4.076], [2.283, -3.675, 4.537], [1.275, -1.898, -1.535], [0.045, -2.305, -0.971], [1.783, -1.154, -0.918], [1.929, -2.751, -1.717], [1.003, -1.386, -2.456], [0.101, -2.430, -0.017], [-3.878, -2.385, 1.712], [-4.611, -3.264, 0.877], [-2.852, -2.292, 1.345], [-4.305, -1.383, 1.718], [-3.752, -2.848, 2.696], [-5.524, -2.970, 0.842], [3.628, -4.501, -4.178], [4.328, -5.681, -3.817], [2.703, -4.519, -3.608], [4.158, -3.576, -3.928], [3.428, -4.447, -5.254], [5.186, -5.677, -4.247], [1.883, -1.250, -5.047], [3.112, -1.193, -4.297], [2.000, -1.873, -5.936], [1.083, -1.652, -4.428], [1.572, -0.245, -5.342], [3.563, -0.391, -4.570], [2.794, 0.619, 2.022], [3.084, 0.461, 3.423], [1.952, 1.304, 1.898], [3.684, 1.042, 1.565], [2.522, -0.350, 1.610], [2.409, -0.125, 3.789]]}